(1)
{"formula": "C41H52NO4P2S2Si4Tc", "method": "ωB97M-V/def2-TZVPD", "elements": ["Tc", "O", "C", "O", "C", "C", "C", "C", "C", "N", "C", "O", "O", "H", "H", "H", "H", "H", "S", "P", "C", "P", "S", "C", "C", "C", "C", "C", "C", "C", "C", "C", "C", "C", "C", "C", "C", "C", "C", "C", "C", "C", "C", "C", "C", "C", "C", "H", "H", "H", "H", "H", "H", "H", "H", "H", "H", "H", "H", "H", "H", "H", "H", "H", "H", "H", "H", "C", "Si", "C", "C", "Si", "Si", "C", "C", "C", "Si", "C", "C", "C", "H", "H", "H", "H", "H", "H", "H", "H", "H", "H", "H", "H", "H", "H", "H", "H", "H", "H", "H", "H", "H", "H", "H", "H", "H", "H", "H"], "xyz": [[0.24763, 0.05548, -0.14096], [1.87984, 3.63370, 2.29192], [1.56691, 2.48588, 1.71395], [1.07156, 2.36921, 0.61914], [1.90328, 1.29332, 2.53519], [2.53779, 1.35723, 3.76731], [2.81739, 0.16681, 4.41761], [2.45327, -1.03372, 3.82510], [1.82110, -0.98229, 2.59446], [1.54764, 0.15250, 1.95499], [1.37578, -2.17907, 1.83880], [1.56351, -3.32311, 2.46043], [0.86783, -2.06828, 0.74107], [1.57918, 4.36710, 1.73057], [2.80833, 2.31261, 4.19065], [3.31728, 0.17169, 5.37646], [2.65339, -1.98408, 4.29677], [1.13318, -4.04179, 1.96179], [-1.09305, -1.47067, -1.44688], [-2.22875, -1.40692, 0.27130], [-1.71632, -0.04479, 1.13625], [-2.18965, 1.45538, 0.50708], [-1.10184, 1.74999, -1.22600], [-1.75029, 2.74310, 1.70937], [-1.43865, 2.38629, 3.01683], [-1.14116, 3.36725, 3.95452], [-1.14787, 4.70446, 3.58663], [-1.45592, 5.06328, 2.27791], [-1.76042, 4.08581, 1.34379], [-3.92711, 1.79285, 0.15738], [-4.86643, 1.45798, 1.13152], [-6.20922, 1.70563, 0.90671], [-6.61560, 2.30255, -0.28109], [-5.68149, 2.64219, -1.24755], [-4.33614, 2.37651, -1.03455], [-1.87990, -2.89880, 1.24636], [-1.66624, -4.12111, 0.61672], [-1.39970, -5.25393, 1.37109], [-1.36643, -5.17341, 2.76106], [-1.59314, -3.95755, 3.39046], [-1.84000, -2.81896, 2.63412], [-3.96821, -1.58874, -0.17340], [-4.85735, -2.13727, 0.75042], [-6.21009, -2.19435, 0.46007], [-6.68020, -1.70300, -0.75114], [-5.79875, -1.15771, -1.67295], [-4.44393, -1.09885, -1.38629], [-1.44770, 1.33549, 3.28338], [-0.91226, 3.08772, 4.97509], [-0.92075, 5.46968, 4.31734], [-1.47329, 6.10692, 1.99170], [-2.00394, 4.37233, 0.32668], [-4.54589, 0.99286, 2.05718], [-6.94052, 1.43576, 1.65696], [-7.66572, 2.49990, -0.45216], [-5.99971, 3.10421, -2.17257], [-3.61186, 2.61605, -1.80391], [-1.68514, -4.18649, -0.46497], [-1.23185, -6.20273, 0.87849], [-1.17085, -6.06076, 3.34898], [-1.57313, -3.89421, 4.47078], [-1.99747, -1.85666, 3.10783], [-4.49688, -2.52605, 1.69491], [-6.89720, -2.62693, 1.17495], [-7.73730, -1.74982, -0.97785], [-6.16606, -0.77717, -2.61669], [-3.75247, -0.66614, -2.09984], [1.62340, -3.50788, -2.15683], [3.02666, -2.28336, -1.89769], [4.17626, -2.52796, -3.36694], [3.99733, -2.84424, -0.37217], [2.31075, -0.03353, -1.62470], [4.24540, 1.11223, -0.86860], [4.93300, 0.37275, 0.73201], [3.95968, 2.94821, -0.53356], [5.61784, 1.02689, -2.15436], [1.73088, 0.93461, -3.75053], [0.13374, 0.24500, -4.46547], [1.58612, 2.80904, -3.62756], [3.09500, 0.58187, -4.99784], [2.07068, -4.50674, -2.19042], [1.10857, -3.34564, -3.10617], [0.87663, -3.48774, -1.36559], [4.66802, -3.49673, -3.23657], [4.95345, -1.77259, -3.46702], [3.62352, -2.56966, -4.30674], [4.02284, -3.93468, -0.31224], [3.59881, -2.45870, 0.56832], [5.03062, -2.49897, -0.43697], [4.15672, 0.07723, 1.44045], [5.58689, 1.09380, 1.22872], [5.52478, -0.51820, 0.52171], [3.61572, 3.14485, 0.48270], [3.26321, 3.41658, -1.22922], [4.92877, 3.44682, -0.63259], [5.66513, 0.07826, -2.68674], [6.57550, 1.17544, -1.64814], [5.51229, 1.82132, -2.89535], [-0.72240, 0.40357, -3.80583], [0.22599, -0.82995, -4.64508], [-0.09236, 0.72183, -5.42161], [0.98911, 3.13558, -2.77375], [1.14159, 3.22799, -4.53213], [2.58422, 3.24416, -3.52435], [3.21427, -0.48294, -5.19898], [4.06145, 0.97874, -4.68280], [2.82886, 1.06839, -5.94065]], "atomic_forces_ev_per_a": [[-1.0, 0.0, -0.4], [-0.1, 0.0, -0.1], [0.0, 0.1, 0.1], [0.1, -0.1, 0.0], [0.0, -0.1, 0.0], [0.0, -0.1, -0.1], [0.0, 0.0, 0.1], [0.0, 0.1, 0.0], [0.0, 0.0, -0.1], [0.1, 0.1, 0.1], [0.0, 0.0, 0.1], [-0.1, 0.0, -0.1], [0.1, 0.2, 0.0], [0.0, 0.0, 0.0], [0.0, 0.0, 0.0], [0.0, 0.0, 0.0], [0.0, 0.0, 0.0], [0.0, 0.0, 0.0], [0.3, 0.0, 0.0], [0.0, -0.4, 0.1], [0.2, 0.0, 0.0], [0.1, 0.3, 0.2], [0.3, 0.0, 0.2], [0.0, 0.0, 0.0], [-0.1, -0.1, 0.0], [0.0, 0.0, 0.0], [0.0, 0.0, 0.0], [0.0, 0.0, 0.0], [0.0, 0.0, -0.1], [0.0, -0.1, 0.0], [0.0, 0.0, 0.0], [0.0, 0.0, 0.0], [0.0, 0.0, 0.0], [0.0, 0.0, 0.0], [0.0, 0.0, 0.0], [0.0, 0.0, 0.0], [0.0, 0.0, 0.0], [0.0, 0.0, 0.1], [0.0, 0.0, 0.0], [0.0, 0.0, 0.0], [0.0, 0.1, 0.0], [0.0, 0.1, 0.0], [0.0, 0.0, 0.0], [0.0, 0.0, 0.0], [0.0, 0.0, 0.0], [0.0, 0.0, 0.0], [0.0, 0.0, 0.0], [0.0, 0.0, 0.0], [0.0, 0.0, 0.0], [0.0, 0.0, 0.0], [0.0, 0.0, 0.0], [0.0, 0.0, 0.0], [0.0, 0.0, 0.0], [0.0, 0.0, 0.0], [0.0, 0.0, 0.0], [0.0, 0.0, 0.0], [0.0, 0.0, 0.0], [0.0, 0.0, 0.0], [0.0, 0.0, 0.0], [0.0, 0.0, 0.0], [0.0, 0.0, 0.0], [0.0, 0.0, 0.0], [0.0, 0.0, 0.0], [0.0, 0.0, 0.0], [0.0, 0.0, 0.0], [0.0, 0.0, 0.0], [0.0, 0.0, 0.0], [0.1, 0.0, 0.0], [-0.1, -0.1, 0.0], [0.0, -0.1, 0.0], [0.0, 0.2, 0.0], [0.0, -0.1, -0.2], [-0.1, 0.1, 0.1], [0.0, -0.1, 0.0], [0.1, 0.0, 0.0], [0.0, 0.0, 0.0], [0.0, 0.0, -0.1], [0.0, -0.2, 0.2], [0.1, 0.0, 0.2], [0.0, 0.0, 0.0], [0.0, 0.0, 0.0], [0.0, 0.0, 0.0], [0.0, 0.0, 0.0], [0.0, 0.0, 0.0], [0.0, 0.0, 0.0], [0.0, 0.0, 0.0], [0.0, 0.0, 0.0], [0.0, 0.0, 0.0], [0.0, 0.0, 0.0], [0.0, 0.0, 0.0], [0.0, 0.0, 0.0], [0.0, 0.0, 0.0], [0.0, 0.0, -0.1], [0.0, 0.0, 0.0], [0.0, 0.0, 0.0], [0.0, 0.0, 0.0], [0.0, 0.0, 0.0], [0.0, 0.0, 0.0], [0.0, 0.0, 0.0], [0.0, 0.0, 0.0], [0.1, 0.1, 0.0], [0.0, 0.0, 0.0], [0.0, -0.1, -0.1], [0.0, 0.0, 0.0], [0.0, 0.0, 0.0], [0.0, 0.0, 0.0], [0.0, 0.0, 0.0]], "total_charge": 1, "homo_lumo_gap_ha": [0.22784, 0.21165], "spin_multiplicity": 4, "relative_energy_kcal_mol": 0.00, "e_tot_ev": -126997.85686, "e_homo_ev": [-9.6, -9.6]}



(2)
{"formula": "C21H18Br2N2O5Pt", "method": "ωB97M-V/def2-TZVPD", "elements": ["Pt", "O", "C", "C", "C", "C", "C", "C", "C", "C", "N", "H", "H", "H", "H", "H", "H", "H", "H", "H", "H", "H", "Br", "C", "C", "C", "C", "C", "C", "C", "O", "O", "H", "H", "H", "H", "Br", "C", "C", "N", "C", "C", "C", "C", "O", "O", "H", "H", "H"], "xyz": [[0.87540, -0.04442, -0.90836], [-1.23313, -0.69368, -3.43337], [-1.14629, 0.70073, -3.71836], [-2.17296, 1.50475, -2.93468], [-1.96155, 1.47385, -1.41289], [-0.86812, 2.40090, -0.96573], [-1.12205, 3.76155, -0.82165], [-0.11554, 4.62300, -0.43697], [1.15198, 4.11230, -0.19962], [1.35300, 2.76091, -0.35838], [0.36699, 1.92776, -0.73262], [-2.07013, -1.02275, -3.77683], [-1.27517, 0.87992, -4.79006], [-0.12692, 0.98900, -3.45985], [-3.16869, 1.10758, -3.15471], [-2.16811, 2.53844, -3.29360], [-1.74613, 0.45703, -1.08627], [-2.88270, 1.78658, -0.91802], [-2.12281, 4.12535, -1.01196], [-0.31479, 5.67992, -0.31912], [1.97281, 4.74289, 0.10809], [2.31502, 2.30185, -0.18355], [0.64541, -4.47170, 2.00172], [1.33071, -3.38369, 0.61618], [0.55621, -3.09991, -0.46753], [1.04791, -2.21373, -1.46169], [2.34981, -1.68245, -1.32490], [3.15313, -2.06426, -0.22109], [2.64457, -2.88225, 0.74299], [2.88903, -0.74938, -2.40015], [3.91150, -0.93158, -3.00594], [2.07043, 0.27426, -2.49701], [-0.43422, -3.52113, -0.56579], [0.49983, -2.10594, -2.39093], [4.16258, -1.68196, -0.15405], [3.23298, -3.14844, 1.60972], [-0.35358, -1.28683, 7.05706], [-0.92749, -1.32758, 5.25606], [-2.15640, -1.89106, 4.94226], [-2.61757, -1.95387, 3.69826], [-1.85689, -1.45317, 2.72791], [-0.61691, -0.86891, 2.95302], [-0.13706, -0.80578, 4.25309], [0.23684, -0.34506, 1.83449], [-0.32133, -0.44360, 0.66254], [1.34694, 0.11205, 2.05330], [-2.78344, -2.30459, 5.72338], [-2.24344, -1.51968, 1.71916], [0.83034, -0.36321, 4.44643]], "atomic_forces_ev_per_a": [[0.0, 0.1, -0.1], [0.0, 0.0, 0.0], [0.0, 0.0, 0.0], [0.0, 0.0, 0.0], [0.0, 0.0, 0.0], [0.0, 0.0, 0.0], [0.0, 0.0, 0.0], [0.0, 0.0, 0.0], [0.0, 0.0, 0.0], [0.0, 0.0, 0.0], [0.0, 0.0, 0.0], [0.0, 0.0, 0.0], [0.0, 0.0, 0.0], [0.0, 0.0, 0.0], [0.0, 0.0, 0.0], [0.0, 0.0, 0.0], [0.0, 0.0, 0.0], [0.0, 0.0, 0.0], [0.0, 0.0, 0.0], [0.0, 0.0, 0.0], [0.0, 0.0, 0.0], [0.0, 0.0, 0.0], [0.0, 0.0, 0.0], [0.0, 0.0, 0.0], [0.0, 0.0, 0.0], [0.0, -0.1, 0.0], [0.0, 0.0, 0.0], [0.0, 0.0, 0.0], [0.0, 0.0, 0.0], [0.0, 0.0, 0.0], [0.0, 0.0, 0.0], [0.0, 0.0, 0.0], [0.0, 0.0, 0.0], [0.0, 0.0, 0.0], [0.0, 0.0, 0.0], [0.0, 0.0, 0.0], [0.0, 0.0, 0.0], [0.0, 0.0, 0.0], [0.0, 0.0, 0.0], [0.0, 0.0, 0.0], [0.0, 0.0, 0.0], [0.0, 0.0, 0.0], [0.0, 0.0, 0.0], [0.0, 0.1, -0.1], [0.0, -0.1, 0.1], [0.0, 0.0, 0.0], [0.0, 0.0, 0.0], [0.0, 0.0, 0.0], [0.0, 0.0, 0.0]], "homo_lumo_gap_ha": 0.33629, "spin_multiplicity": 1, "relative_energy_kcal_mol": 0.00, "e_tot_ev": -178619.72411, "e_homo_ev": -9.2}



no.,strongest force on any atom (eV Å⁻¹)
1,1.08
2,0.15